DFT (ωB97M-V/def2-TZVPD) results for an isolated ion of composition C8H15ClN3O and charge +1 at a distorted geometry.

The geometry in XYZ format:
```
28
Properties=species:S:1:pos:R:3:forces:R:3:lowdin_charge:R:1
C -0.1524 2.2707 0.3729 -0.34 -2.82 -0.43 -0.141
C -2.7117 -0.6495 -0.4804 0.60 -0.08 -2.75 -0.780
C 1.0156 2.3823 -0.5336 1.28 -1.31 -0.39 -0.128
C -0.5139 0.0802 0.1292 1.68 3.92 1.54 -0.134
C 0.9182 -0.0205 -0.2696 1.37 -1.48 -0.86 -0.517
C 1.2394 -1.2360 -1.1923 1.70 0.37 -0.92 -0.008
C 1.6099 -1.4046 1.8325 -0.61 1.68 2.31 -0.078
C 1.8242 -0.0974 0.9972 -2.85 -1.26 1.20 -0.154
N -0.6791 3.0773 1.0703 -0.93 1.77 0.76 0.212
N -3.4964 -1.2200 -1.4308 -0.82 0.23 0.58 0.105
N -1.5044 -0.1738 -0.8153 -1.89 -2.07 -0.72 0.075
O 1.3075 1.0951 -1.1223 -0.05 0.05 1.53 -0.120
Cl -3.3285 -0.5763 1.0480 -0.08 0.06 1.01 0.917
H 0.6798 2.7891 -1.4681 -0.03 1.79 0.07 0.133
H 1.8933 2.9073 0.0147 -1.37 -0.93 -1.13 0.177
H -0.7354 -0.1932 1.1664 -0.19 -0.08 -0.68 0.100
H 2.2984 -1.5589 -0.9764 -1.18 0.06 -0.16 0.110
H 1.2958 -0.9521 -2.2767 -0.26 0.13 0.93 0.100
H 0.5829 -2.0933 -1.1570 -0.22 -0.24 0.54 0.075
H 1.7469 -1.1802 3.0006 -0.25 -0.49 -2.63 0.130
H 2.2467 -2.2080 1.5957 0.94 -0.87 -0.46 0.049
H 0.5931 -1.7530 1.6990 -0.27 -0.21 0.18 0.053
H 2.8447 -0.0558 0.7899 1.56 0.74 -0.69 0.104
H 1.4710 0.6451 1.7104 0.49 0.72 -0.26 0.106
H -1.5213 3.2122 1.6194 0.38 -0.68 -0.12 0.106
H -3.2247 -1.0748 -2.4366 -0.93 -0.57 1.54 0.156
H -4.4493 -1.5794 -1.0847 2.07 0.89 -1.40 0.158
H -1.2500 -0.4325 -1.8025 0.17 0.68 1.38 0.195
```
Positions in Å, forces in eV/Å.

Computed properties:
* charge: +1
* HOMO-LUMO gap (spin up / spin down): 7.4 / 7.4 eV
* largest force on an atom: 4.53 eV Å⁻¹
* HOMO level (spin up / spin down): -11.25 / -11.25 eV



DFT (ωB97M-V/def2-TZVPD) results for C25H19BrF2N4O3STl as an isolated structure.

The geometry in XYZ format:
```
56
Properties=species:S:1:pos:R:3:forces:R:3:lowdin_charge:R:1
Tl 0.4219 -0.0056 -0.5002 0.05 0.07 -0.09 0.936
O 2.3176 -1.7730 -0.9352 0.21 0.01 0.28 -0.201
C 2.9873 -2.2733 0.0247 -0.06 -0.08 -0.17 -0.445
C 4.4227 -2.3483 -0.0481 0.00 0.07 0.06 -0.058
C 5.2015 -2.8736 0.9586 -0.18 -0.04 0.07 -0.149
C 4.6140 -3.4017 2.1172 0.08 0.05 -0.11 -0.162
C 3.2331 -3.3706 2.2148 -0.04 0.04 -0.02 -0.100
C 2.4043 -2.8194 1.2322 0.11 0.06 -0.04 -0.154
C 0.9658 -2.9082 1.4599 0.13 -0.24 0.18 -0.127
N 0.0537 -2.3333 0.7843 0.49 0.14 -0.13 -0.057
N -1.2303 -2.6676 1.1277 -0.25 -0.11 0.10 0.038
C -2.0823 -2.0250 0.3584 -0.12 0.11 0.06 -0.532
O -1.8448 -1.1561 -0.5268 -0.41 -0.19 -0.07 -0.186
C -3.5296 -2.3691 0.6339 -0.03 0.08 -0.06 -0.143
C -4.5020 -1.9287 -0.2583 -0.10 0.01 -0.03 -0.037
C -5.8511 -2.1551 -0.0094 0.04 -0.02 0.08 -0.106
C -6.2464 -2.8197 1.1466 0.05 0.02 -0.03 -0.129
C -5.2780 -3.2669 2.0413 -0.02 0.05 -0.04 -0.110
C -3.9311 -3.0493 1.7820 -0.05 -0.07 0.02 -0.055
H 4.8772 -1.9439 -0.9477 -0.03 -0.03 0.02 0.095
H 6.2828 -2.8846 0.8525 0.00 0.01 -0.02 0.079
H 5.2223 -3.8206 2.9093 -0.01 -0.02 0.02 0.067
H 2.7586 -3.7929 3.0988 -0.02 0.03 -0.03 0.092
H 0.6506 -3.5672 2.2798 0.01 -0.04 0.01 0.105
H -4.1735 -1.3917 -1.1398 0.03 0.02 0.03 0.115
H -6.5993 -1.7979 -0.7086 0.02 -0.02 -0.02 0.088
H -7.2993 -2.9895 1.3475 0.03 0.02 0.01 0.082
H -5.5805 -3.7705 2.9541 0.04 -0.02 -0.04 0.089
H -3.1685 -3.3904 2.4690 0.03 0.03 0.01 0.098
O -0.9672 2.7368 -1.2309 0.01 0.10 -0.14 -0.225
N -0.8195 3.3463 -2.3676 -0.04 -0.06 0.17 -0.252
C -1.0188 4.6885 -2.4055 -0.02 -0.06 -0.03 -0.062
C -0.9131 5.4335 -3.5521 0.00 0.06 0.01 -0.123
C -0.5803 4.7759 -4.7363 0.02 -0.13 -0.07 -0.136
C -0.3620 3.4189 -4.6982 -0.04 0.16 0.09 -0.140
C -0.4645 2.6486 -3.5131 0.05 -0.18 -0.21 -0.729
S -0.1862 0.9685 -3.5096 -0.08 0.24 0.02 0.501
H -1.2773 5.1095 -1.4469 0.01 -0.07 0.08 0.117
H -1.0834 6.5017 -3.5110 -0.01 -0.03 0.01 0.081
H -0.4972 5.3206 -5.6704 0.03 -0.02 0.02 0.084
H -0.0950 2.8722 -5.5916 -0.01 -0.01 0.01 0.080
F 2.5676 0.8910 2.2238 -0.17 0.01 0.22 -0.003
C 2.5972 1.0221 0.8853 0.49 -0.12 -0.09 -0.345
F 2.9305 2.3010 0.5992 -0.15 0.14 -0.04 -0.015
H 3.3244 0.3358 0.4478 -0.12 -0.08 -0.06 0.080
Br -3.2246 -1.0895 5.3197 0.04 -0.04 -0.03 0.670
C -2.9321 -0.2210 3.6512 -0.13 0.02 0.02 -0.681
C -4.0152 0.1830 2.8925 0.00 0.03 0.00 -0.136
C -3.7526 0.8315 1.7001 -0.01 0.02 -0.06 -0.057
C -2.4318 1.0350 1.3152 0.15 0.00 0.12 -0.135
N -1.3951 0.6226 2.0490 -0.27 0.07 0.18 0.079
C -1.6443 -0.0008 3.2003 0.14 0.05 -0.20 -0.186
H -5.0281 -0.0226 3.2142 0.03 0.00 0.00 0.099
H -4.5616 1.1478 1.0528 0.05 0.00 0.03 0.108
H -2.1921 1.5415 0.3859 0.03 -0.03 -0.04 0.085
H -0.7870 -0.3380 3.7728 -0.02 -0.01 -0.03 0.108
```
Positions in Å, forces in eV/Å.

Computed properties:
* charge: -2
* HOMO-LUMO gap (spin up / spin down): 4.9 / 5.1 eV
* multiplicity: 2
* largest force on an atom: 0.53 eV Å⁻¹
* <S²>: 0.7629
* HOMO level (spin up / spin down): -0.98 / -1.19 eV



| no. | energy (Ha) |
| --- | --- |
| 1 | -1013.1594 |
| 2 | -4753.1740 |